This record from the Open Molecules 2025 dataset describes a molecular structure, C34H39BrN4O2P2Pd at a distorted geometry. The level of theory is ωB97M-V/def2-TZVPD.

Its expectation value of S² is 2.0109. The value obtained for the strongest force on any atom is 5.143 eV/Å. Its total charge is 0. The spin multiplicity is 3. The value obtained for the HOMO energy (spin up / spin down) is -7.5 / -8.2 eV. The value obtained for the frontier orbital gap (spin up / spin down) is 0.2952 / 0.1721 Ha.

Each line ends with the Löwdin spin population.
Atoms and positions in Å:
1 Pd -0.55363 -1.79461 -5.67073  0.3709
2 C -0.94070 2.60024 -0.83279  0.0142
3 C -1.18217 1.68006 -1.77497  0.0105
4 C -0.68916 1.59281 -3.20482  0.0019
5 C 0.64911 0.90100 -3.46742  0.0005
6 C 1.82030 1.47247 -2.71675  0.0000
7 C 1.94257 2.72101 -2.27048  0.0000
8 C 0.91159 3.80622 -2.13693  0.0000
9 C 0.09720 3.67353 -0.83110  0.0020
10 C 0.00626 -2.71592 -3.95378  0.3200
11 H -1.58536 2.58585 0.05423  0.0001
12 H -1.82564 0.83505 -1.49272  0.0004
13 H -0.69946 2.56652 -3.68830  0.0007
14 H -1.43588 0.99393 -3.73834  0.0016
15 H 0.57810 -0.16836 -3.22315  0.0004
16 H 0.84838 0.94876 -4.55927  -0.0003
17 H 2.65696 0.76932 -2.57278  0.0000
18 H 2.93115 3.05469 -1.91757  0.0000
19 H 0.22486 3.88254 -2.98348  0.0000
20 H 1.45646 4.76063 -2.06754  0.0000
21 H 0.79813 3.49608 -0.00494  0.0009
22 H -0.39732 4.62648 -0.60142  0.0005
23 H -0.48586 -2.07715 -3.19659  0.0425
24 H 1.10126 -2.58826 -3.91137  0.0116
25 H -0.32160 -3.76658 -3.89573  0.0386
26 P 1.16146 -1.35322 -6.97197  0.0626
27 P -2.04731 -0.81400 -6.93679  0.0678
28 N 2.50016 -0.14696 -6.90276  0.0177
29 N 2.01442 -2.60692 -7.81360  0.0075
30 N -2.11889 1.00006 -7.09824  -0.0018
31 N -3.71693 -1.12971 -7.19281  0.0101
32 C 0.22892 -0.67636 -8.36175  0.0152
33 C -1.18158 -1.27025 -8.49304  0.0071
34 C 3.52352 -0.11070 -5.94198  0.0004
35 C 4.57094 0.68916 -6.41875  0.0002
36 C 4.20370 1.11198 -7.73975  0.0005
37 C 2.95984 0.55644 -8.02432  0.0037
38 C 2.26652 -3.89057 -7.33575  -0.0001
39 C 2.85727 -4.62063 -8.36551  -0.0001
40 C 3.00272 -3.74682 -9.49289  0.0003
41 C 2.51871 -2.50997 -9.11732  0.0021
42 C -2.45690 1.98148 -6.14621  0.0005
43 C -2.43511 3.23430 -6.76658  0.0001
44 C -2.09805 3.01970 -8.13657  -0.0002
45 C -1.93205 1.66098 -8.31518  -0.0002
46 C -4.53152 -0.45544 -8.12815  0.0010
47 C -5.49623 -1.33171 -8.57498  0.0005
48 C -5.32684 -2.57026 -7.86058  0.0001
49 C -4.25749 -2.41412 -7.00478  0.0066
50 H 0.79734 -0.83288 -9.28081  0.0028
51 H 0.17322 0.39129 -8.13901  -0.0001
52 H -1.66917 -0.85195 -9.37784  0.0006
53 H -1.22792 -2.38456 -8.55720  0.0009
54 H 3.40466 -0.59740 -4.98573  0.0001
55 H 5.50082 0.93284 -5.91592  0.0000
56 H 4.76746 1.72590 -8.42282  0.0002
57 H 2.33487 0.65719 -8.89539  0.0003
58 H 2.02282 -4.14549 -6.31220  -0.0004
59 H 3.18779 -5.64374 -8.31766  0.0000
60 H 3.43980 -3.95148 -10.45988  0.0001
61 H 2.48518 -1.56632 -9.65038  0.0002
62 H -2.70741 1.71908 -5.12476  0.0004
63 H -2.61933 4.18756 -6.29761  0.0000
64 H -1.97664 3.75470 -8.91894  0.0000
65 H -1.65502 1.09785 -9.18950  0.0001
66 H -4.35020 0.58448 -8.36980  0.0000
67 H -6.21216 -1.11915 -9.36159  0.0002
68 H -5.91290 -3.46601 -8.01506  0.0000
69 H -3.82917 -3.07356 -6.26839  0.0059
70 Br -0.54302 2.64590 2.68713  0.0066
71 C -1.01430 0.98727 3.46370  0.0265
72 C -1.51853 0.95821 4.77316  0.0019
73 C -1.84656 -0.26726 5.36355  0.0232
74 C -1.66699 -1.45834 4.64403  -0.0019
75 C -1.18550 -1.41890 3.33324  0.0239
76 C -0.85126 -0.19458 2.73817  0.0746
77 C -0.41364 -0.14652 1.27115  0.0638
78 O -1.36989 -0.40212 0.50252  0.7215
79 O 0.79006 0.10428 1.06202  0.0287
80 H -1.65411 1.89307 5.30904  0.0003
81 H -2.23328 -0.28456 6.38170  0.0013
82 H -1.91364 -2.41840 5.09654  -0.0004
83 H -1.06665 -2.33258 2.74745  0.0003



This record from the Open Molecules 2025 dataset describes a molecular structure, C34H39HfN5O3P2S at a distorted geometry. The level of theory is ωB97M-V/def2-TZVPD.

The value obtained for the strongest force on any atom is 5.685 eV/Å. Its total charge is +2. The value obtained for the HOMO energy is -12.2 eV. The value obtained for the frontier orbital gap is 0.1301 Ha.

Each line ends with the Mulliken charge.
Atoms and positions in Å:
1 Hf 2.95646 1.50233 -0.31512  0.9240
2 C 0.37917 -2.78095 0.19931  -0.5971
3 C 1.58680 -2.28086 0.49679  -0.8582
4 C 2.68655 -2.26957 -0.47615  0.1955
5 C 2.68309 -1.16697 -1.55522  2.0025
6 C 1.38746 -0.97961 -2.30640  -0.8992
7 C 0.40387 -1.86321 -2.55339  -0.4195
8 C 0.41415 -3.32855 -2.34073  -0.7991
9 C 0.15802 -3.81308 -0.89407  -1.0095
10 C 2.05027 2.79277 -1.78978  -1.0833
11 H -0.35454 -2.86873 1.00986  0.4760
12 H 1.77390 -1.93566 1.51157  0.5965
13 H 2.72906 -3.20054 -1.04362  -0.6138
14 H 3.61018 -2.17960 0.12307  0.5263
15 H 3.25915 -0.23257 -1.11211  -0.2438
16 H 3.42064 -1.46522 -2.31086  -0.3332
17 H 1.35503 -0.03144 -2.86355  0.3069
18 H -0.45482 -1.48373 -3.11853  0.4748
19 H 1.34040 -3.78672 -2.71030  0.3721
20 H -0.42643 -3.67848 -2.95804  0.4103
21 H -0.89356 -4.12189 -0.80360  0.4685
22 H 0.73687 -4.72893 -0.70124  0.2672
23 H 1.17946 2.33739 -2.32269  0.2835
24 H 2.74964 3.13898 -2.58555  0.4502
25 H 1.66264 3.70676 -1.27699  0.4468
26 P 5.18115 0.27041 -3.49483  0.4051
27 P 6.00117 -2.34261 -0.43624  -0.0079
28 N 4.86740 -0.31517 -5.20121  0.3953
29 N 6.58474 1.19773 -4.07600  0.4713
30 N 6.11898 -3.87116 -1.28463  0.4492
31 N 7.54520 -2.68642 0.45639  0.3394
32 C 6.12125 -1.28929 -3.11829  -1.0777
33 C 6.75048 -1.25432 -1.72484  -1.5493
34 C 3.87095 0.23424 -6.01319  -0.6356
35 C 4.01798 -0.25880 -7.31085  -0.6811
36 C 5.16419 -1.11520 -7.31384  -0.7907
37 C 5.66603 -1.12269 -6.01541  -0.1033
38 C 6.70616 2.57703 -3.86821  -0.4309
39 C 7.91308 3.00963 -4.40612  -0.6517
40 C 8.55985 1.86246 -4.98159  -0.6728
41 C 7.72596 0.77236 -4.76767  -0.1457
42 C 5.00379 -4.71266 -1.47281  -0.7282
43 C 5.33789 -5.69070 -2.39512  -0.7807
44 C 6.72445 -5.52144 -2.73285  -0.9849
45 C 7.15671 -4.35778 -2.09368  -0.4930
46 C 8.46142 -3.74564 0.52335  -0.3357
47 C 9.54378 -3.37347 1.32216  -0.6942
48 C 9.28459 -2.03893 1.77944  -0.5716
49 C 8.07979 -1.63409 1.22130  -0.3690
50 H 6.94477 -1.45144 -3.81912  0.2591
51 H 5.41954 -2.11331 -3.27861  1.0655
52 H 7.81844 -1.50082 -1.78292  0.3183
53 H 6.68473 -0.25478 -1.26058  0.7543
54 H 3.12721 0.87995 -5.57829  0.4316
55 H 3.37466 -0.06436 -8.15441  0.4358
56 H 5.57070 -1.68465 -8.13467  0.4642
57 H 6.50958 -1.66725 -5.62794  0.3768
58 H 5.93103 3.11382 -3.34381  0.3127
59 H 8.30758 4.01101 -4.38126  0.4442
60 H 9.51570 1.82426 -5.47997  0.4524
61 H 7.88014 -0.25817 -5.04009  0.2998
62 H 4.09438 -4.56245 -0.91680  0.9435
63 H 4.66092 -6.41488 -2.82509  0.4491
64 H 7.32378 -6.16791 -3.33698  0.5069
65 H 8.12730 -3.89710 -2.11933  0.7130
66 H 8.31980 -4.67470 -0.00455  0.5557
67 H 10.41244 -3.97644 1.54267  0.4344
68 H 9.91206 -1.45020 2.43321  0.4288
69 H 7.55744 -0.69473 1.29010  0.2650
70 O 2.17166 1.87159 1.59735  -0.8924
71 C 1.00415 1.29546 1.37900  1.1585
72 N 0.94618 0.76804 0.11204  0.1851
73 S -0.63670 0.23824 -0.29795  1.0540
74 O -1.13923 1.04338 -1.37694  -0.6657
75 O -0.76725 -1.20663 -0.43897  -0.4517
76 C -1.18238 0.65232 1.29543  0.4496
77 C -2.43622 0.34167 1.78658  -0.6131
78 C -2.69749 0.60741 3.13886  -0.6300
79 C -1.68252 1.13719 3.96413  -0.5460
80 C -0.40546 1.41336 3.48460  -0.7265
81 C -0.17248 1.15544 2.11803  0.1023
82 H -3.16973 -0.07421 1.10592  0.5537
83 H -3.70545 0.43408 3.51085  0.4512
84 H -1.93301 1.35336 5.00561  0.4299
85 H 0.40789 1.83239 4.07924  0.5287



The highest total charge belongs to which entry? C34H39HfN5O3P2S



Which of these has the lowest total charge? C34H39BrN4O2P2Pd



Among the records above, which one has the lowest total charge? C34H39BrN4O2P2Pd